Entry 1:
A molecular structure, C51H49N8O6PSTi in a non-equilibrium geometry, computed with ωB97M-V/def2-TZVPD.

Geometry as XYZ:
```
117
Properties=species:S:1:pos:R:3
Ti 0.0791 -1.2064 0.6606
C 1.3693 -1.0650 -4.5741
O 1.5580 -1.0559 -3.1769
C 1.9868 0.1138 -2.5447
C 2.6844 1.0734 -3.3704
C 3.5153 2.0624 -3.0225
C 2.6156 2.4660 -0.6870
C 2.1566 1.1054 -0.2207
C 2.0612 0.8711 1.1239
N 1.4016 -0.1966 1.6116
N 1.5950 -0.7140 2.8861
C 1.3807 -1.9946 2.8111
O 1.0929 -2.5793 1.6643
C 1.5112 -2.8175 4.0306
C 1.4523 -2.2402 5.2951
C 1.5764 -3.0306 6.4271
C 1.7595 -4.4046 6.3062
C 1.8146 -4.9824 5.0438
C 1.6847 -4.1908 3.9109
C 1.8194 0.0502 -1.1850
O 1.3575 -1.1203 -0.7005
H 0.7947 -1.9654 -4.7939
H 2.3199 -1.1100 -5.1190
H 0.8016 -0.2017 -4.9207
H 2.5258 0.9581 -4.4353
H 3.9170 2.7038 -3.8002
H 2.9226 3.0161 0.2115
H 2.5361 1.5505 1.8295
H 1.2977 -1.1709 5.3744
H 1.5234 -2.5782 7.4105
H 1.8485 -5.0231 7.1917
H 1.9552 -6.0525 4.9431
H 1.7167 -4.6259 2.9186
O -3.2056 -0.8995 -1.7714
S -2.3213 0.1401 -1.3190
O -2.9086 1.1911 -0.5277
O -1.0912 -0.4504 -0.6647
C -1.6900 0.9546 -2.7837
C -2.1939 0.5013 -3.9959
C -1.8517 1.1528 -5.1708
C -0.9890 2.2373 -5.1308
C -0.4669 2.6750 -3.9209
C -0.8169 2.0636 -2.7224
P -0.1818 2.6182 -1.0785
C -1.1915 4.1355 -0.8116
C -2.4201 4.3460 -1.4341
C -3.2411 5.4035 -1.0545
C -2.8540 6.2635 -0.0378
C -1.6354 6.0594 0.6021
C -0.8187 5.0044 0.2216
C 1.5037 3.2910 -1.3440
C 1.7322 4.5111 -1.9335
C 2.9337 5.2323 -2.0681
C 4.2723 4.8530 -1.7404
C 4.7353 3.6049 -1.5032
C 3.8932 2.3650 -1.6016
H -2.8673 -0.3481 -3.9981
H -2.2529 0.8093 -6.1157
H -0.7116 2.7422 -6.0491
H 0.2226 3.5105 -3.9053
H -2.7443 3.6722 -2.2204
H -4.1932 5.5472 -1.5520
H -3.5005 7.0797 0.2624
H -1.3248 6.7169 1.4052
H 0.1276 4.8523 0.7320
H 0.8545 5.0411 -2.2899
H 2.8221 6.2437 -2.4452
H 4.9943 5.6642 -1.7167
H 5.7811 3.4874 -1.2360
H 4.4652 1.5209 -1.2122
C -1.0272 1.9256 2.0458
N -1.1923 0.4786 1.8977
C -2.3788 0.0201 2.0489
C -2.5477 -1.3966 2.0313
C -3.5164 -2.1978 2.6085
C -2.9496 -3.4861 2.7039
C -1.6699 -3.3907 2.1727
N -1.4197 -2.1339 1.7415
C -1.0341 2.3522 3.4989
C -0.0968 1.8395 4.3960
C -0.0994 2.2486 5.7216
C -1.0363 3.1748 6.1729
C -1.9740 3.6853 5.2874
C -1.9714 3.2726 3.9572
H -1.8075 2.4593 1.5023
H -0.0733 2.1980 1.6020
H -3.2274 0.6668 2.2644
H -4.4919 -1.8757 2.9510
H -3.4023 -4.3731 3.1253
H -0.9100 -4.1521 2.1028
H 0.6196 1.0979 4.0527
H 0.6342 1.8432 6.4099
H -1.0345 3.4930 7.2089
H -2.7120 4.4027 5.6290
H -2.7026 3.6754 3.2615
C 0.8286 -4.1844 -0.9277
N -0.5090 -3.5585 -0.8958
C -1.5085 -4.6161 -0.6717
N -1.4552 -5.6565 -1.7140
C -0.1016 -6.2252 -1.7166
N 0.9335 -5.2192 -1.9672
C 0.6498 -4.5841 -3.2629
N -0.6870 -3.9828 -3.3064
C -0.7722 -2.9773 -2.2342
C -1.6761 -5.0227 -3.0221
H 1.0243 -4.6340 0.0463
H 1.5701 -3.4125 -1.1140
H -2.4999 -4.1632 -0.6573
H -1.3284 -5.0905 0.2882
H -0.0447 -6.9927 -2.4920
H 0.0861 -6.6926 -0.7475
H 0.7277 -5.3371 -4.0507
H 1.3926 -3.8027 -3.4370
H -1.7677 -2.5510 -2.2330
H -0.0397 -2.1987 -2.4171
H -1.6268 -5.7903 -3.7986
H -2.6712 -4.5738 -3.0308
```

Calculated values
Total charge ... -1
M ... 980.91 g/mol
Multiplicity ... 2
Relative energy (zero: lowest compared OMol25 entry of this formula, charge and spin) ... 313.6 kJ/mol
⟨S²⟩ ... 0.7996
F_max ... 0.0366 hartree/bohr
Frontier orbital gap (alpha / beta) ... 6.25 / 4.96 eV

Atom charges from the Löwdin analysis, given in e for atoms 1 to 6:
1 Ti 1.18
2 C -0.09
3 O -0.14
4 C -0.18
5 C -0.04
6 C -0.06

=====

Entry 2:
A molecular structure, C51H49O4SbTeW in a non-equilibrium geometry, computed with ωB97M-V/def2-TZVPD.

Geometry as XYZ:
```
107
Properties=species:S:1:pos:R:3
W -0.2697 -0.7582 -0.2070
C -2.0603 -1.8761 4.0766
C -1.0227 -0.7659 4.2411
C -0.7126 -0.5264 5.7085
O 0.1659 -1.1027 3.5100
C 0.0516 -0.6009 2.2266
C -1.0025 0.5390 2.3344
O -1.4523 0.4500 3.6556
C -2.2000 0.5199 1.2574
O -1.9643 -0.4061 0.2282
C -2.1503 1.9017 0.6026
C -0.9340 2.3019 0.0500
C -0.7637 3.6007 -0.3953
C -1.8271 4.4890 -0.3561
C -3.0604 4.0617 0.1009
C -3.2261 2.7741 0.5857
C -3.5349 0.2180 1.9196
C -4.3034 -0.8435 1.4585
C -5.5472 -1.1068 2.0049
C -6.0246 -0.3167 3.0367
C -5.2560 0.7362 3.5098
C -4.0190 1.0118 2.9540
C 1.4740 -0.2424 1.6410
O 1.3782 -0.2925 0.2413
C 1.9286 1.1363 2.0790
C 2.3601 2.0483 1.1223
C 2.7384 3.3236 1.5019
C 2.7049 3.6962 2.8340
C 2.3097 2.7766 3.7926
C 1.9105 1.5053 3.4199
C 2.4301 -1.3783 2.0071
C 3.4806 -1.2182 2.8944
C 4.3516 -2.2695 3.1257
C 4.1910 -3.4712 2.4612
C 3.1547 -3.6303 1.5538
C 2.2740 -2.5882 1.3333
H -1.7095 -2.7731 4.5797
H -2.2277 -2.0933 3.0217
H -3.0023 -1.5550 4.5117
H -0.2956 -1.4259 6.1510
H -1.6416 -0.2665 6.2087
H -0.0135 0.2960 5.8304
H -0.3611 -1.4836 1.5105
H -0.5001 1.5193 2.2562
H -0.0714 1.6080 0.0322
H 0.2056 3.9209 -0.7428
H -1.6884 5.5104 -0.6745
H -3.9046 4.7311 0.1029
H -4.1813 2.4507 0.9651
H -3.9293 -1.4401 0.6328
H -6.1479 -1.9131 1.6087
H -6.9988 -0.5082 3.4581
H -5.6331 1.3637 4.3010
H -3.4406 1.8501 3.3077
H 2.4211 1.7572 0.0790
H 3.0647 4.0178 0.7443
H 3.0001 4.6925 3.1257
H 2.3173 3.0501 4.8353
H 1.5888 0.7884 4.1593
H 3.6293 -0.2769 3.3965
H 5.1700 -2.1412 3.8175
H 4.8749 -4.2842 2.6452
H 3.0469 -4.5622 1.0187
H 1.4571 -2.7176 0.5922
C -1.7238 -4.1386 0.4023
Te -1.3796 -2.9222 -1.3693
C -3.5559 -3.1326 -1.7843
H -2.1639 -5.0810 0.0895
H -2.4174 -3.6285 1.0665
H -0.7892 -4.3354 0.9231
H -4.1460 -2.9615 -0.8877
H -3.7099 -4.1525 -2.1319
H -3.8552 -2.4342 -2.5602
C 2.6584 -3.1188 -5.9360
C 2.2149 -1.8577 -6.3000
C 1.5141 -1.0783 -5.3956
C 1.2349 -1.5738 -4.1281
C 1.6573 -2.8478 -3.7661
C 2.3671 -3.6175 -4.6761
Sb 0.5659 -0.1464 -2.6355
C 2.5731 0.6139 -2.5110
C 3.0301 1.7881 -3.0865
C 4.3748 2.1171 -2.9941
C 5.2530 1.2779 -2.3308
C 4.7949 0.1008 -1.7603
C 3.4585 -0.2395 -1.8606
C -0.5515 1.2786 -3.8124
C -1.4654 0.7960 -4.7418
C -2.2028 1.6894 -5.4998
C -2.0306 3.0550 -5.3307
C -1.1311 3.5335 -4.3927
C -0.3953 2.6477 -3.6227
H 3.2383 -3.7087 -6.6308
H 2.4284 -1.4694 -7.2842
H 1.1901 -0.0809 -5.6597
H 1.4457 -3.2494 -2.7712
H 2.7092 -4.6037 -4.4010
H 2.3546 2.4409 -3.6210
H 4.7349 3.0288 -3.4468
H 6.2982 1.5365 -2.2640
H 5.4811 -0.5631 -1.2544
H 3.1001 -1.1771 -1.4336
H -1.5793 -0.2751 -4.8770
H -2.9045 1.3108 -6.2263
H -2.5920 3.7477 -5.9374
H -0.9912 4.5965 -4.2614
H 0.3052 3.0230 -2.8829
```

Calculated values
Total charge ... +2
M ... 1159.15 g/mol
Relative energy (zero: lowest compared OMol25 entry of this formula, charge and spin) ... 286.5 kJ/mol
F_max ... 0.0744 hartree/bohr
Frontier orbital gap ... 6.27 eV

Atom charges from the Löwdin analysis, given in e for atoms 1 to 6:
1 W 1.04
2 C 0.05
3 C -0.52
4 C 0.05
5 O 0.05
6 C -0.24